A molecular structure, C53H53N4O4PSSbSiTc in a non-equilibrium geometry. Source: OMol25; level of theory: the ωB97M-V functional and the def2-TZVPD basis.

```
! wB97M-V def2-TZVPD RIJCOSX def2/J DEFGRID3
* xyz 1 4
Tc -0.99 -0.16 -0.06
C -0.23 -4.39 4.91
Si -1.74 -3.89 3.91
C -3.39 -3.96 4.81
C -1.83 -4.97 2.37
C -1.45 -2.04 3.52
C -1.19 -1.15 4.57
C -0.88 0.18 4.34
C -0.74 0.61 3.04
N -1.01 -0.20 2.02
C -1.42 -1.47 2.25
S -1.97 -2.14 0.71
H -0.26 -5.46 5.14
H -0.14 -3.85 5.85
H 0.68 -4.21 4.33
H -3.61 -4.97 5.15
H -4.20 -3.66 4.15
H -3.41 -3.30 5.68
H -1.92 -6.02 2.66
H -0.93 -4.86 1.76
H -2.69 -4.72 1.75
H -1.23 -1.51 5.59
H -0.72 0.88 5.15
H -0.44 1.62 2.79
C -4.14 1.44 1.29
C -3.14 2.15 0.46
N -1.95 1.67 0.10
C -1.27 2.67 -0.55
C -2.07 3.77 -0.60
N -3.23 3.41 0.03
C -1.93 5.11 -1.24
O -0.76 5.37 -1.77
O -2.88 5.85 -1.25
C 0.17 2.45 -0.82
O 0.86 3.33 -1.32
O 0.58 1.31 -0.40
H -4.06 0.37 1.14
H -5.16 1.77 1.06
H -3.95 1.65 2.35
H -4.01 4.06 0.13
H -0.08 4.65 -1.64
C 4.78 -2.54 -1.25
C 5.51 -1.88 -0.11
C 6.86 -2.18 0.09
C 7.57 -1.62 1.14
C 6.95 -0.75 2.01
C 5.60 -0.44 1.83
C 4.88 -1.02 0.79
Sb 2.71 -0.83 0.76
C 2.60 -2.94 1.33
C 3.40 -3.38 2.39
C 3.44 -4.71 2.75
C 2.69 -5.64 2.04
C 1.93 -5.22 0.96
C 1.89 -3.88 0.58
C 1.13 -3.53 -0.68
C 2.62 0.09 2.72
C 2.41 -0.71 3.84
C 2.52 -0.19 5.12
C 2.82 1.16 5.29
C 3.00 1.96 4.17
C 2.90 1.45 2.88
C 3.10 2.38 1.72
H 5.39 -2.51 -2.16
H 3.83 -2.05 -1.47
H 4.58 -3.58 -1.01
H 7.34 -2.87 -0.59
H 8.61 -1.88 1.27
H 7.49 -0.31 2.84
H 5.12 0.24 2.52
H 4.02 -2.67 2.92
H 4.07 -5.03 3.57
H 2.71 -6.69 2.30
H 1.39 -5.96 0.38
H 0.28 -4.20 -0.81
H 1.79 -3.64 -1.55
H 0.76 -2.50 -0.67
H 2.14 -1.75 3.72
H 2.38 -0.83 5.98
H 2.92 1.57 6.28
H 3.23 3.01 4.30
H 3.98 3.01 1.87
H 2.24 3.04 1.61
H 3.23 1.85 0.77
N -1.04 -0.50 -1.89
P -0.89 -0.37 -3.46
C 0.84 -0.32 -4.00
C 1.83 -0.13 -3.05
C 3.16 -0.08 -3.45
C 3.49 -0.24 -4.78
C 2.49 -0.45 -5.73
C 1.16 -0.48 -5.34
C -1.67 1.17 -3.99
C -0.95 2.21 -4.55
C -1.59 3.40 -4.86
C -2.95 3.54 -4.61
C -3.68 2.49 -4.05
C -3.04 1.31 -3.73
C -1.64 -1.74 -4.36
C -2.43 -1.54 -5.49
C -2.92 -2.64 -6.18
C -2.63 -3.92 -5.75
C -1.82 -4.12 -4.63
C -1.33 -3.03 -3.93
H 1.56 -0.01 -2.01
H 3.94 0.09 -2.71
H 4.52 -0.20 -5.09
H 2.75 -0.59 -6.77
H 0.38 -0.61 -6.08
H 0.11 2.09 -4.74
H -1.03 4.22 -5.30
H -3.45 4.47 -4.85
H -4.74 2.60 -3.87
H -3.58 0.48 -3.29
H -2.66 -0.54 -5.81
H -3.53 -2.49 -7.06
H -3.02 -4.77 -6.29
H -1.58 -5.13 -4.32
H -0.72 -3.17 -3.05
*
```

HOMO (spin up / spin down): -10.1 / -10.2 eV
⟨S²⟩: 3.772

A molecular structure, C53H54FGeN3O2P2S2Tl. Source: OMol25; level of theory: the ωB97M-V functional and the def2-TZVPD basis.

```
! wB97M-V def2-TZVPD RIJCOSX def2/J DEFGRID3
* xyz 0 2
Tl 0.30 -0.43 -0.64
N -5.17 -0.22 -0.01
C -3.78 -0.09 -0.15
S -1.57 -0.71 1.77
N -3.39 0.33 -1.32
N -2.06 0.66 -1.55
C -1.99 1.35 -2.64
C -0.87 1.92 -3.35
C -1.21 2.52 -4.58
C -0.28 3.09 -5.41
C 1.07 3.08 -5.00
C 1.44 2.51 -3.81
C 0.49 1.91 -2.94
O 0.90 1.42 -1.82
H -5.45 -1.05 0.50
H -5.63 -0.15 -0.90
H -2.95 1.54 -3.12
H -2.26 2.53 -4.88
H -0.57 3.55 -6.35
H 1.82 3.53 -5.64
H 2.47 2.51 -3.49
O 3.04 -0.19 2.75
C 3.35 0.99 3.37
C 4.01 1.05 4.59
C 4.27 2.28 5.16
C 3.88 3.45 4.53
C 3.21 3.38 3.32
C 2.93 2.15 2.72
P 1.98 1.98 1.16
C 2.47 3.49 0.25
C 1.86 4.73 0.39
C 2.30 5.82 -0.35
C 3.36 5.68 -1.23
C 3.97 4.44 -1.39
C 3.52 3.35 -0.66
C 0.29 2.40 1.75
C -0.70 2.68 0.81
C -2.02 2.87 1.20
C -2.37 2.77 2.54
C -1.39 2.49 3.49
C -0.07 2.31 3.10
C 3.85 -1.29 2.84
C 5.23 -1.18 2.93
C 6.01 -2.33 2.96
C 5.41 -3.58 2.88
C 4.03 -3.67 2.74
C 3.23 -2.53 2.71
P 1.42 -2.58 2.42
C 1.31 -4.18 1.52
C 1.63 -4.13 0.16
C 1.62 -5.29 -0.60
C 1.26 -6.50 -0.03
C 0.92 -6.55 1.31
C 0.95 -5.40 2.09
C 0.76 -3.01 4.08
C 1.54 -3.05 5.23
C 0.96 -3.30 6.47
C -0.41 -3.52 6.56
C -1.19 -3.48 5.42
C -0.61 -3.22 4.19
H 4.32 0.13 5.08
H 4.78 2.33 6.12
H 4.09 4.41 4.98
H 2.89 4.29 2.82
H 1.03 4.85 1.08
H 1.81 6.78 -0.23
H 3.70 6.53 -1.81
H 4.78 4.32 -2.09
H 3.97 2.38 -0.80
H -0.44 2.74 -0.24
H -2.77 3.07 0.45
H -3.40 2.90 2.84
H -1.66 2.41 4.53
H 0.67 2.09 3.85
H 5.69 -0.20 2.98
H 7.08 -2.24 3.04
H 6.01 -4.47 2.90
H 3.57 -4.65 2.64
H 1.90 -3.19 -0.29
H 1.89 -5.24 -1.65
H 1.25 -7.40 -0.63
H 0.64 -7.49 1.77
H 0.70 -5.46 3.14
H 2.61 -2.89 5.17
H 1.57 -3.32 7.36
H -0.86 -3.72 7.53
H -2.26 -3.65 5.48
H -1.24 -3.18 3.30
S -3.52 -0.81 2.62
C -3.05 -0.34 1.02
F 0.76 -1.73 -3.01
C -3.29 -3.32 -6.39
C -3.64 -2.62 -5.08
C -2.90 -1.30 -4.87
C -1.38 -1.39 -5.00
Ge -0.42 -2.71 -3.92
C -1.34 -3.75 -2.55
C -2.29 -2.97 -1.64
C -3.24 -3.87 -0.84
C -2.51 -4.82 0.09
H -3.92 -4.19 -6.56
H -2.25 -3.66 -6.40
H -3.42 -2.64 -7.24
H -3.44 -3.30 -4.24
H -4.72 -2.43 -5.05
H -3.17 -0.89 -3.89
H -3.26 -0.58 -5.60
H -0.92 -0.43 -4.73
H -1.09 -1.58 -6.03
H 0.48 -3.61 -4.78
H -0.54 -4.22 -1.97
H -1.86 -4.57 -3.05
H -2.87 -2.24 -2.21
H -1.71 -2.40 -0.92
H -3.89 -4.42 -1.53
H -3.90 -3.22 -0.25
H -1.86 -5.51 -0.46
H -3.21 -5.42 0.67
H -1.87 -4.27 0.78
*
```

Relative energy (zero: lowest compared OMol25 entry of this formula, charge and spin): 6.6 kcal/mol
HOMO (spin up / spin down): -6.9 / -7.2 eV
⟨S²⟩: 0.782

Q: Which of these has the lowest ⟨S²⟩?
A: C53H54FGeN3O2P2S2Tl

Q: Which value of ⟨S²⟩ does entry 1 give?
A: 3.772